Record 1
Density functional theory data (ωB97M-V/def2-TZVPD) for a 2-piece molecular cluster, BH4NS overall.

The HOMO energy (spin up / spin down) is -10.83 / -7.80 eV. As for the frontier orbital gap (spin up / spin down): 10.62 / 7.45 eV.

Element x y z (Å)
1 B -0.966 0.156 -0.453
2 N 2.147 0.871 0.186
3 S -0.796 -1.550 -0.329
4 H -1.721 0.945 -0.294
5 H 1.584 0.057 0.166
6 H 1.877 1.369 1.132
7 H -2.124 -1.847 -0.408

---

Record 2
Density functional theory data (ωB97M-V/def2-TZVPD) for a 31-piece molecular cluster, BH65N2O35P overall.

The HOMO energy is -3.94 eV. As for the frontier orbital gap: 5.52 eV. The charge is -1.

Element x y z (Å)
1 N 3.105 0.512 2.471
2 P 2.220 -0.137 1.308
3 O 2.783 -1.725 1.106
4 O 2.439 0.739 -0.132
5 N 0.559 -0.142 1.752
6 O -0.224 -0.734 0.674
7 B -1.288 0.183 0.507
8 O -1.030 1.551 0.272
9 O -2.638 -0.206 0.603
10 H 2.450 0.777 3.195
11 H 2.423 -2.107 0.298
12 H 2.024 0.274 -0.867
13 H -0.111 1.599 -0.021
14 H -2.706 -1.136 0.875
15 O -3.482 -2.159 2.642
16 H -4.216 -2.530 3.141
17 H -2.944 -1.717 3.306
18 O -1.918 -1.780 -2.265
19 H -2.392 -0.972 -2.486
20 H -1.703 -1.676 -1.330
21 O -4.126 -2.482 -4.382
22 H -3.876 -3.279 -4.861
23 H -3.472 -2.433 -3.676
24 O 0.944 2.431 2.926
25 H 0.497 3.053 2.345
26 H 0.461 2.499 3.756
27 O -4.789 -4.704 3.231
28 H -4.824 -5.536 2.751
29 H -4.816 -4.966 4.161
30 O -3.150 -4.702 -2.910
31 H -3.889 -5.035 -2.394
32 H -2.611 -4.225 -2.267
33 O -2.126 -1.392 -4.827
34 H -3.007 -1.773 -4.706
35 H -1.990 -1.420 -5.782
36 O 0.871 2.162 -1.995
37 H 0.180 2.709 -2.380
38 H 1.680 2.488 -2.405
39 O -4.604 -2.948 -1.236
40 H -4.844 -2.061 -0.951
41 H -4.609 -2.895 -2.202
42 O -2.932 -0.553 -7.652
43 H -3.147 0.371 -7.490
44 H -2.975 -0.642 -8.608
45 O 5.549 -2.853 0.449
46 H 4.877 -2.573 1.085
47 H 6.368 -2.497 0.809
48 O 5.141 -2.443 3.236
49 H 4.616 -1.640 3.063
50 H 5.380 -2.367 4.166
51 O 8.313 -2.576 2.074
52 H 7.854 -2.569 2.922
53 H 8.786 -3.412 2.069
54 O 0.606 5.281 3.359
55 H 1.424 5.358 3.861
56 H 0.194 6.149 3.449
57 O -2.822 -3.719 -6.925
58 H -2.792 -4.681 -6.923
59 H -2.248 -3.468 -7.654
60 O -3.781 1.071 -3.778
61 H -3.559 0.192 -4.116
62 H -3.110 1.240 -3.107
63 O -5.673 -0.481 -5.807
64 H -6.121 -0.224 -4.995
65 H -5.245 -1.314 -5.585
66 O 3.135 -3.011 5.291
67 H 2.277 -3.442 5.299
68 H 3.277 -2.784 4.361
69 O 2.826 2.650 5.050
70 H 2.592 3.498 5.436
71 H 2.772 2.801 4.090
72 O -3.412 -5.824 5.455
73 H -3.154 -6.598 4.945
74 H -2.759 -5.781 6.159
75 O -5.266 3.409 -2.532
76 H -5.000 2.550 -2.886
77 H -4.620 3.566 -1.839
78 O 4.495 3.043 -0.684
79 H 3.768 2.647 -0.180
80 H 5.048 3.453 -0.015
81 O 5.693 3.202 5.145
82 H 4.813 2.789 5.167
83 H 5.830 3.405 4.217
84 O -4.662 1.828 -0.290
85 H -5.126 1.956 0.540
86 H -4.170 1.006 -0.183
87 O 5.957 -1.860 6.074
88 H 5.224 -2.263 6.555
89 H 6.494 -1.448 6.756
90 O 3.493 3.771 -3.593
91 H 3.733 3.459 -2.711
92 H 3.267 4.696 -3.454
93 O -1.779 4.800 4.971
94 H -2.475 5.342 4.590
95 H -0.965 5.122 4.553
96 O 3.894 6.601 -5.069
97 H 3.941 5.639 -5.139
98 H 4.431 6.914 -5.802
99 O 3.314 8.402 -2.616
100 H 3.556 7.645 -3.166
101 H 3.993 8.425 -1.937
102 O -3.374 -5.444 0.553
103 H -3.864 -4.661 0.272
104 H -3.153 -5.260 1.471

---

Record 3
Density functional theory data (ωB97M-V/def2-TZVPD) for a 41-piece molecular cluster, BH76O36 overall.

The HOMO energy is -4.36 eV. As for the frontier orbital gap: 1.50 eV. The charge is -1.

Element x y z (Å)
1 B 11.847 12.238 10.136
2 H 8.671 11.464 13.503
3 H 12.395 9.654 7.640
4 H 13.239 13.614 12.479
5 H 16.719 7.406 3.223
6 O 15.957 9.698 11.916
7 H 15.831 9.140 11.114
8 H 15.295 9.386 12.578
9 O 7.317 10.687 17.467
10 H 7.270 11.656 17.303
11 H 6.494 10.470 17.856
12 O 9.580 9.579 15.637
13 H 8.716 9.664 16.031
14 H 9.861 10.489 15.411
15 O 12.350 11.107 13.665
16 H 12.259 10.972 12.724
17 H 12.339 10.203 14.037
18 O 3.498 10.127 12.773
19 H 3.936 9.304 13.091
20 H 4.244 10.583 12.338
21 O 11.396 11.820 5.372
22 H 12.296 11.450 5.334
23 H 11.426 12.502 6.081
24 O 10.271 5.603 9.867
25 H 9.640 5.043 9.371
26 H 10.614 6.259 9.231
27 O 10.166 16.067 10.448
28 H 9.337 16.373 10.064
29 H 9.922 15.602 11.259
30 O 4.547 9.187 10.155
31 H 3.868 9.476 10.753
32 H 5.369 9.627 10.435
33 O 18.005 11.505 12.996
34 H 17.069 11.199 12.925
35 H 18.258 11.197 13.883
36 O 15.072 12.463 14.332
37 H 14.307 12.143 13.826
38 H 15.563 12.891 13.580
39 O 9.049 8.215 12.941
40 H 9.145 7.239 13.061
41 H 8.878 8.584 13.828
42 O 6.670 11.708 8.407
43 H 6.475 11.533 7.466
44 H 7.605 11.467 8.560
45 O 13.961 11.323 5.374
46 H 14.527 11.940 5.822
47 H 14.430 10.509 5.641
48 O 14.829 16.202 12.492
49 H 15.646 15.709 12.418
50 H 14.310 15.872 11.743
51 O 15.439 12.447 7.788
52 H 15.400 12.053 8.651
53 H 14.647 12.965 7.786
54 O 10.462 13.112 15.051
55 H 11.215 12.532 15.262
56 H 10.800 14.032 15.142
57 O 8.835 17.311 7.726
58 H 7.979 17.674 7.465
59 H 8.628 16.407 7.984
60 O 10.618 8.124 8.478
61 H 9.836 8.255 9.060
62 H 10.404 8.428 7.568
63 O 12.533 10.077 16.366
64 H 12.015 9.383 16.756
65 H 12.938 10.461 17.122
66 O 10.116 13.403 12.068
67 H 10.478 13.239 11.218
68 H 10.858 13.166 12.681
69 O 11.319 15.846 15.321
70 H 11.111 16.008 16.247
71 H 12.269 15.793 15.225
72 O 5.656 12.183 11.264
73 H 6.412 12.521 11.792
74 H 5.921 12.189 10.327
75 O 8.092 13.459 16.764
76 H 7.584 13.693 15.976
77 H 8.901 13.124 16.376
78 O 13.781 7.211 9.142
79 H 12.806 7.233 9.167
80 H 13.969 6.607 9.840
81 O 14.848 9.452 14.635
82 H 14.096 9.727 15.157
83 H 15.568 9.997 14.963
84 O 7.811 14.773 8.789
85 H 8.535 14.212 8.421
86 H 7.114 14.173 9.124
87 O 13.957 15.190 14.953
88 H 14.359 14.316 14.839
89 H 14.181 15.710 14.129
90 O 17.135 14.116 12.004
91 H 16.819 13.739 11.198
92 H 17.729 13.424 12.372
93 O 12.764 15.335 10.165
94 H 12.395 14.434 10.132
95 H 11.929 15.836 10.349
96 O 8.655 9.625 10.475
97 H 8.446 9.122 11.272
98 H 9.531 9.972 10.760
99 O 14.970 12.028 10.664
100 H 15.218 11.236 11.101
101 H 13.998 11.852 10.481
102 O 9.962 9.512 6.174
103 H 9.095 9.299 5.790
104 H 10.261 10.385 5.826
105 O 12.996 14.049 7.658
106 H 12.416 13.516 8.213
107 H 13.131 14.854 8.195
108 O 9.874 12.353 8.084
109 H 9.606 11.575 7.546
110 H 10.533 12.117 8.738
111 O 7.537 13.855 13.287
112 H 8.397 13.436 13.234
113 H 7.733 14.787 13.086

---

Record 4
Density functional theory data (ωB97M-V/def2-TZVPD) for BaClH16O12 as an isolated structure.

The HOMO energy is -12.09 eV. As for the frontier orbital gap: 8.59 eV. The charge is +1.

Element x y z (Å)
1 Ba -0.286 -0.023 0.596
2 Cl 1.250 1.807 -2.787
3 O 0.237 2.721 -3.436
4 O 0.851 1.460 -1.404
5 O 1.357 0.535 -3.543
6 O 2.562 2.472 -2.784
7 O 1.204 -1.896 -1.040
8 H 1.928 -1.510 -1.499
9 H 0.700 -2.092 -1.828
10 O 0.130 -0.361 3.474
11 H -0.134 0.415 3.972
12 H 0.913 -0.683 3.893
13 O -3.012 -0.485 1.070
14 H -3.430 -0.461 1.895
15 H -3.593 -0.697 0.362
16 O 2.538 -0.530 1.301
17 H 3.040 -1.327 1.332
18 H 3.084 -0.049 0.643
19 O -0.689 -2.821 1.347
20 H -0.138 -3.544 1.629
21 H -1.163 -3.189 0.565
22 O 1.156 1.970 1.588
23 H 0.804 2.312 2.397
24 H 1.148 2.779 0.983
25 O -1.961 1.994 -0.503
26 H -1.595 2.839 -0.815
27 H -2.645 1.799 -1.104
28 O -1.395 -0.864 -1.867
29 H -1.487 -1.784 -1.645
30 H -1.368 -0.773 -2.778

---

Record 5
Density functional theory data (ωB97M-V/def2-TZVPD) for BaH18O9 as an isolated structure.

The HOMO energy is -18.32 eV. As for the frontier orbital gap: 12.36 eV. The charge is +2.

Element x y z (Å)
1 Ba 18.060 -12.497 2.381
2 O 18.994 -14.619 3.734
3 H 19.468 -15.436 3.513
4 H 18.557 -14.802 4.578
5 O 20.249 -13.872 1.028
6 H 21.025 -13.845 1.602
7 H 20.573 -14.269 0.206
8 O 17.646 -12.265 5.217
9 H 18.025 -12.572 6.053
10 H 16.692 -12.214 5.376
11 O 19.056 -10.962 0.211
12 H 18.785 -10.123 -0.189
13 H 19.344 -11.516 -0.529
14 O 17.896 -9.958 3.411
15 H 18.596 -9.879 4.070
16 H 17.659 -9.048 3.184
17 O 15.484 -11.250 2.055
18 H 15.258 -10.513 1.469
19 H 14.653 -11.465 2.498
20 O 20.467 -11.416 3.134
21 H 20.704 -10.724 3.768
22 H 21.183 -12.062 3.212
23 O 15.867 -14.182 2.905
24 H 14.975 -13.850 2.737
25 H 15.737 -15.000 3.408
26 O 17.009 -13.312 -0.008
27 H 16.570 -12.731 -0.645
28 H 16.474 -14.121 0.007

---

Record 6
Density functional theory data (ωB97M-V/def2-TZVPD) for Be3N10O30 as an isolated structure.

The HOMO energy is 0.45 eV. As for the frontier orbital gap: 1.30 eV. The charge is -4.

Element x y z (Å)
1 Be -1.377 -0.027 -0.052
2 Be 4.361 -0.795 -1.844
3 Be 0.721 -2.153 -1.501
4 N -0.716 -0.379 2.141
5 O -1.136 -0.971 1.109
6 O -0.659 0.933 2.296
7 O -0.231 -1.226 2.841
8 N -1.732 2.932 -6.895
9 O 3.718 -1.779 -2.433
10 O -2.965 2.658 -7.126
11 O 1.092 -0.521 -1.513
12 N 4.815 4.882 1.709
13 O 4.681 4.865 2.846
14 O 4.367 4.249 0.905
15 O 5.503 5.986 1.024
16 N -5.917 -1.323 2.678
17 O -4.866 -1.422 2.041
18 O -6.251 -2.186 3.508
19 O -2.383 1.034 0.297
20 N -1.773 2.564 4.958
21 O -0.892 2.406 5.725
22 O -2.493 1.627 4.564
23 O -2.059 3.608 4.377
24 N 1.724 -5.966 1.226
25 O 1.007 -4.951 1.456
26 O 1.209 -7.078 1.762
27 O 2.685 -5.910 0.559
28 N 5.226 1.122 -1.935
29 O 6.052 1.892 -1.502
30 O 5.341 0.000 -0.985
31 O 4.276 0.921 -2.672
32 N -2.855 -1.649 -1.919
33 O -0.796 -1.040 -1.089
34 O -3.198 -1.868 -0.822
35 O -2.789 -1.241 -3.038
36 N 0.709 -4.244 -2.801
37 O 0.791 -3.669 -1.551
38 O 0.290 -3.252 -3.543
39 O 1.177 -5.197 -3.210
40 N -3.694 4.292 -0.435
41 O -3.262 4.825 0.566
42 O -4.878 4.386 -0.682
43 O -2.824 3.667 -1.040

---

Record 7
Density functional theory data (ωB97M-V/def2-TZVPD) for a 2-piece molecular cluster, Br2FH2PSi overall.

The HOMO energy (spin up / spin down) is -7.50 / -10.93 eV. As for the frontier orbital gap (spin up / spin down): 8.14 / 7.65 eV. Its expectation value of S² is 2.00. As for the spin multiplicity: 3.

Element x y z (Å)
1 F 2.687 1.490 2.055
2 Si 1.170 1.259 2.503
3 P -0.835 0.349 0.285
4 Br 0.582 3.149 3.484
5 Br 1.259 -0.409 3.957
6 H -0.256 -0.928 0.277
7 H 0.069 0.803 -0.684

---

Record 8
Density functional theory data (ωB97M-V/def2-TZVPD) for one molecule with the formula Br2H2NOP.

The HOMO energy is -10.54 eV. As for the frontier orbital gap: 10.33 eV. Its SMILES is NP(=O)(Br)Br.

Element x y z (Å)
1 N -0.211 -0.113 -0.213
2 P -1.188 -0.468 -1.505
3 O -2.603 -0.231 -1.271
4 Br -0.310 0.205 -3.348
5 Br -0.688 -2.741 -1.628
6 H 0.601 -0.668 -0.123
7 H -0.737 0.331 0.602

---

Number 1: F_max 0.06187 hartree/bohr. Number 2: F_max 0.06724 hartree/bohr. Number 3: F_max 0.05024 hartree/bohr. Number 4: F_max 0.06756 hartree/bohr. Number 5: F_max 0.01150 hartree/bohr. Number 6: F_max 0.20968 hartree/bohr. Number 7: F_max 0.02191 hartree/bohr. Number 8: F_max 0.05959 hartree/bohr.